{"formula": "C22H29InN3P2", "method": "ωB97M-V with the def2-TZVPD basis set", "elements": ["C", "C", "C", "C", "C", "C", "C", "C", "C", "C", "C", "C", "C", "H", "H", "H", "H", "H", "H", "H", "N", "In", "C", "H", "H", "C", "H", "H", "P", "P", "C", "H", "H", "H", "C", "H", "H", "H", "C", "H", "H", "H", "C", "H", "H", "H", "H", "H", "N", "C", "C", "N", "C", "H", "H", "H", "H"], "xyz": [[-1.691, 2.815, -2.774], [-1.330, 1.504, -2.452], [-0.041, 1.050, -2.893], [1.013, 2.044, -3.020], [0.647, 3.413, -3.020], [-0.688, 3.779, -2.998], [2.332, 1.577, -3.042], [2.608, 0.230, -2.786], [1.479, -0.676, -2.690], [1.690, -1.944, -2.048], [2.980, -2.474, -2.061], [4.087, -1.622, -2.248], [3.907, -0.278, -2.522], [-2.743, 3.100, -2.736], [1.454, 4.155, -3.072], [-0.982, 4.824, -3.148], [3.155, 2.299, -3.080], [3.119, -3.530, -1.827], [5.095, -2.045, -2.168], [4.749, 0.426, -2.563], [0.245, -0.261, -3.073], [0.784, 0.477, 1.879], [-2.169, 0.593, -1.575], [-2.088, -0.448, -1.931], [-3.231, 0.898, -1.559], [0.539, -2.586, -1.301], [-0.411, -2.337, -1.803], [0.658, -3.681, -1.234], [-1.526, 0.622, 0.213], [0.421, -1.901, 0.459], [1.762, -2.874, 1.220], [1.779, -2.675, 2.299], [1.565, -3.941, 1.042], [2.730, -2.601, 0.783], [-1.018, -2.910, 0.976], [-0.686, -3.953, 1.074], [-1.419, -2.565, 1.936], [-1.805, -2.853, 0.211], [-1.928, 2.353, 0.615], [-2.949, 2.544, 0.256], [-1.875, 2.525, 1.698], [-1.228, 3.024, 0.106], [-3.007, -0.134, 0.991], [-2.909, -0.148, 2.083], [-3.874, 0.484, 0.711], [-3.159, -1.157, 0.629], [2.309, 1.416, 1.960], [2.597, 0.896, 1.325], [-1.671, 0.989, 5.276], [-1.593, -0.396, 5.437], [-0.797, -0.859, 4.444], [-0.377, 0.236, 3.690], [-0.948, 1.340, 4.195], [-2.195, 1.660, 5.834], [-2.100, -0.928, 6.210], [-0.459, -1.860, 4.214], [-0.807, 2.365, 3.858]], "forces_ev_per_a": [[0.2, -1.3, 0.9], [-0.8, 0.2, -0.9], [1.5, 0.0, -0.4], [-0.5, -0.6, 0.2], [-0.4, 0.8, -0.2], [1.0, 0.4, -0.7], [0.0, 0.2, 0.4], [-0.6, -0.4, 0.2], [0.1, 1.3, -0.5], [0.3, -0.8, -0.8], [-1.3, 0.5, 0.6], [0.7, 0.7, -0.7], [0.6, -0.5, 0.0], [0.3, 0.1, 0.4], [-0.5, -0.2, 0.0], [0.2, -0.4, 0.2], [-0.2, -0.2, -0.2], [0.1, 0.3, 0.3], [-0.4, 0.3, 0.0], [-0.3, -0.5, 0.0], [-0.4, -0.1, 3.2], [-3.7, -0.8, -1.5], [0.1, -0.1, -0.7], [-0.1, 0.3, 0.2], [0.4, -0.1, 0.0], [0.1, 0.3, -0.7], [0.3, -0.2, 0.2], [-0.1, 0.4, 0.1], [-1.0, 0.1, -1.1], [0.4, -1.0, -0.8], [0.0, -0.4, 0.0], [0.1, -0.1, -0.2], [0.3, 0.2, 0.2], [-0.2, 0.0, 0.1], [-0.1, -0.1, 0.2], [-0.2, 0.2, 0.0], [0.0, -0.1, -0.2], [0.2, 0.0, 0.3], [-0.2, 0.3, -0.2], [0.2, 0.3, 0.2], [0.0, 0.0, -0.3], [-0.1, 0.0, 0.1], [-0.2, -0.1, 0.0], [0.0, 0.0, -0.2], [0.1, -0.3, 0.2], [0.0, 0.3, 0.1], [3.8, -0.8, -2.6], [2.1, 2.7, 1.8], [-0.2, -0.1, 0.0], [-0.1, 0.6, -0.1], [0.2, 1.3, -0.2], [-1.8, 0.0, 2.2], [0.5, -1.7, 0.4], [0.2, -0.5, -0.1], [-0.2, 0.0, 0.3], [-0.1, 0.1, 0.1], [0.0, -0.4, 0.0]], "nbo_charge": [-0.18, -0.05, 0.28, -0.17, -0.17, -0.23, -0.01, -0.18, 0.27, -0.06, -0.18, -0.23, -0.16, 0.22, 0.22, 0.23, 0.21, 0.22, 0.23, 0.22, -0.49, 0.63, -0.71, 0.25, 0.23, -0.70, 0.26, 0.24, 0.82, 0.86, -0.96, 0.23, 0.23, 0.25, -0.94, 0.24, 0.23, 0.25, -0.96, 0.22, 0.22, 0.25, -0.94, 0.23, 0.23, 0.24, 0.02, 0.01, -0.49, -0.07, -0.08, -0.64, 0.21, 0.44, 0.24, 0.23, 0.24], "homo_lumo_gap_ev": [5.58, 5.58], "charge": 1, "energy_ha": -1892.44885, "lumo_energy_ev": [-3.263, -3.263]}